# 1
DFT (ωB97M-V/def2-TZVPD) results for a 12-piece molecular cluster, C40H103Cl6N5O14 overall in a non-equilibrium geometry.

The energy is -154384.053 eV. Its spin multiplicity is 2. For the gap between HOMO and LUMO (alpha / beta), the calculation gives 8.23 / 2.98 eV. The expectation value of S² is 0.75. The value obtained for the HOMO energy (alpha / beta) is -10.0796 / -10.0796 eV. Its total charge is +1.

Geometry as XYZ:
```
168
C40H103Cl6N5O14 (ωB97M-V/def2-TZVPD)
Cl -4.063 4.101 -2.118
C -2.373 4.183 -2.748
C -2.158 2.919 -3.632
Cl -0.443 2.955 -4.238
H -1.735 4.114 -1.867
H -2.219 5.120 -3.282
H -2.843 3.013 -4.475
H -2.269 1.960 -3.125
Cl -0.170 4.885 0.555
C -0.662 4.408 2.221
C 0.445 4.959 3.249
Cl 0.359 6.806 3.257
H -0.734 3.325 2.331
H -1.595 4.930 2.430
H 1.413 4.636 2.866
H 0.379 4.587 4.271
Cl 1.702 -2.251 -3.607
C 1.533 -2.896 -1.961
C 0.170 -3.654 -1.909
Cl 0.227 -5.225 -2.770
H 1.579 -2.101 -1.217
H 2.310 -3.631 -1.749
H -0.704 -3.192 -2.368
H -0.054 -3.899 -0.870
C 0.113 1.354 -0.727
O 1.216 0.544 -0.358
H 0.084 1.254 -1.812
H -0.856 1.037 -0.343
H 0.391 2.391 -0.539
H 1.319 0.594 0.595
C 4.141 -1.475 0.650
O 5.346 -1.017 0.049
H 3.317 -0.763 0.686
H 3.831 -2.420 0.203
H 4.245 -1.642 1.722
H 5.675 -0.262 0.542
C 2.247 1.717 3.050
O 1.275 1.029 2.312
H 1.756 2.115 3.938
H 3.125 1.123 3.303
H 2.583 2.515 2.389
H 0.619 0.617 2.880
C -0.548 -1.741 0.956
O -1.468 -1.727 -0.109
H -0.537 -2.598 1.629
H 0.445 -1.626 0.520
H -0.679 -0.824 1.530
H -2.149 -1.127 0.206
C 4.968 1.588 5.540
O 5.676 1.743 4.303
C 6.138 0.456 3.871
C 6.826 0.721 2.453
N 5.710 1.208 1.673
C 5.972 1.829 0.359
C 4.683 2.468 -0.083
O 4.440 3.607 0.809
C 3.339 4.436 0.394
H 4.714 2.568 5.946
H 5.503 1.015 6.297
H 4.034 1.043 5.403
H 5.350 -0.290 3.772
H 6.737 0.007 4.664
H 7.132 -0.202 1.959
H 7.719 1.346 2.425
H 5.147 1.910 2.132
H 6.437 1.155 -0.361
H 6.695 2.627 0.529
H 3.848 1.769 -0.133
H 4.844 2.870 -1.083
H 2.437 3.853 0.207
H 3.663 5.057 -0.441
H 3.092 5.198 1.134
C -3.914 0.667 -0.694
O -3.773 -0.344 0.269
C -4.983 -0.935 0.737
C -4.820 -2.183 1.590
N -4.345 -3.182 0.696
C -4.219 -4.468 1.411
C -3.662 -5.633 0.483
O -2.285 -5.642 0.604
C -1.660 -6.717 0.031
H -2.915 0.635 -1.127
H -4.045 1.676 -0.304
H -4.645 0.455 -1.474
H -5.629 -1.045 -0.134
H -5.503 -0.137 1.266
H -5.855 -2.353 1.883
H -4.183 -2.169 2.475
H -3.372 -2.979 0.519
H -5.233 -4.693 1.741
H -3.557 -4.363 2.271
H -3.978 -5.484 -0.550
H -4.146 -6.569 0.763
H -1.924 -6.945 -1.002
H -1.876 -7.636 0.575
H -0.575 -6.622 0.079
C -8.450 -5.851 -2.734
O -7.534 -5.673 -1.679
C -7.566 -4.337 -1.183
C -7.038 -3.218 -2.153
N -5.570 -3.220 -2.148
C -5.089 -2.104 -2.983
C -3.557 -2.136 -3.027
O -3.148 -0.917 -3.587
C -1.748 -0.814 -3.729
H -8.497 -6.904 -3.014
H -8.167 -5.333 -3.650
H -9.481 -5.559 -2.535
H -6.979 -4.297 -0.266
H -8.579 -4.172 -0.817
H -7.476 -2.269 -1.846
H -7.324 -3.426 -3.184
H -5.201 -3.089 -1.217
H -5.547 -1.186 -2.617
H -5.412 -2.242 -4.015
H -3.201 -2.837 -3.782
H -3.158 -2.338 -2.033
H -1.300 -0.742 -2.737
H -1.458 0.084 -4.274
H -1.282 -1.687 -4.186
C 5.036 4.200 -8.166
O 4.650 3.261 -7.132
C 3.964 3.948 -6.110
C 3.831 3.132 -4.858
N 3.169 1.826 -5.152
C 2.919 1.090 -3.955
C 4.218 0.688 -3.154
O 4.959 -0.221 -3.931
C 6.201 -0.562 -3.300
H 4.269 4.918 -8.455
H 5.173 3.605 -9.069
H 5.980 4.710 -7.978
H 2.972 4.268 -6.432
H 4.471 4.882 -5.869
H 3.244 3.679 -4.120
H 4.821 3.046 -4.408
H 3.769 1.293 -5.766
H 2.536 0.116 -4.257
H 2.219 1.619 -3.308
H 3.916 0.141 -2.261
H 4.899 1.479 -2.838
H 6.562 -1.467 -3.789
H 6.173 -0.729 -2.223
H 6.903 0.259 -3.445
C -3.561 3.710 4.972
O -2.573 2.848 4.410
C -3.148 1.614 3.944
C -2.166 0.777 3.078
N -0.965 0.424 3.874
C -1.028 -0.866 4.596
C 0.316 -1.338 5.053
O 0.926 -0.317 5.829
C 1.645 -0.768 6.965
H -4.341 3.978 4.259
H -3.070 4.654 5.207
H -3.952 3.335 5.918
H -4.001 1.829 3.301
H -3.600 1.097 4.791
H -1.882 1.433 2.255
H -2.692 -0.106 2.715
H -1.129 1.003 4.685
H -1.505 -1.614 3.962
H -1.708 -0.743 5.439
H 0.968 -1.530 4.201
H 0.201 -2.254 5.631
H 1.850 0.100 7.590
H 2.634 -1.149 6.708
H 1.100 -1.469 7.598
```



# 2
DFT (ωB97M-V/def2-TZVPD) results for C40H104As5F30N6O6 as an isolated structure in a non-equilibrium geometry.

The energy is -450105.481 eV. For the gap between HOMO and LUMO, the calculation gives 6.79 eV. The value obtained for the HOMO energy is -11.1439 eV. Its total charge is +1.

Geometry as XYZ:
```
191
C40H104As5F30N6O6 (ωB97M-V/def2-TZVPD)
C 2.133 -15.323 -12.290
C 1.101 -14.484 -11.350
N 0.109 -13.489 -12.101
C -1.043 -14.495 -12.584
C -0.616 -12.654 -10.992
C -1.780 -11.699 -11.417
C 0.733 -12.763 -13.303
C 1.846 -11.764 -12.967
O 1.592 -10.863 -11.916
C 2.735 -10.130 -11.421
H 2.780 -14.634 -12.833
H 1.802 -16.017 -13.062
H 2.820 -15.860 -11.635
H 1.669 -13.742 -10.789
H 0.530 -15.040 -10.607
H -0.411 -15.208 -13.114
H -1.634 -14.035 -13.376
H -1.602 -14.931 -11.756
H 0.139 -12.126 -10.409
H -1.110 -13.315 -10.280
H -2.393 -11.354 -10.584
H -2.335 -12.171 -12.228
H -1.373 -10.762 -11.795
H -0.130 -12.228 -13.700
H 1.134 -13.510 -13.988
H 2.100 -11.292 -13.916
H 2.718 -12.344 -12.665
H 2.414 -9.125 -11.694
H 3.649 -10.302 -11.989
H 2.809 -10.274 -10.343
C 10.976 -14.950 -16.332
C 10.669 -13.728 -15.448
N 10.931 -13.920 -13.857
C 9.899 -15.000 -13.328
C 12.313 -14.470 -13.520
C 12.722 -14.241 -12.054
C 10.573 -12.582 -13.191
C 11.315 -11.325 -13.679
O 10.740 -10.790 -14.887
C 11.198 -9.449 -15.213
H 10.731 -14.687 -17.361
H 10.206 -15.684 -16.094
H 11.984 -15.332 -16.170
H 9.694 -13.263 -15.591
H 11.266 -12.871 -15.760
H 9.030 -14.900 -13.978
H 9.644 -14.814 -12.284
H 10.220 -16.025 -13.513
H 13.030 -14.160 -14.281
H 12.294 -15.544 -13.705
H 13.659 -14.786 -11.941
H 12.072 -14.757 -11.347
H 12.947 -13.256 -11.645
H 10.762 -12.837 -12.148
H 9.491 -12.458 -13.253
H 12.367 -11.581 -13.809
H 11.388 -10.466 -13.013
H 10.374 -9.238 -15.894
H 12.123 -9.435 -15.791
H 11.356 -8.690 -14.447
C 1.391 -26.793 -19.620
C 2.220 -25.879 -18.699
N 2.601 -26.425 -17.302
C 1.331 -26.715 -16.409
C 3.325 -27.795 -17.345
C 4.615 -27.937 -18.174
C 3.566 -25.485 -16.480
C 2.927 -24.169 -15.987
O 2.296 -24.504 -14.757
C 1.615 -23.359 -14.194
H 2.009 -27.513 -20.156
H 0.837 -26.155 -20.309
H 0.633 -27.405 -19.130
H 1.636 -25.002 -18.419
H 3.128 -25.494 -19.163
H 0.705 -25.829 -16.512
H 1.586 -26.817 -15.354
H 0.765 -27.547 -16.829
H 2.745 -28.588 -17.817
H 3.578 -28.077 -16.323
H 4.915 -28.869 -17.695
H 5.409 -27.199 -18.057
H 4.496 -28.187 -19.228
H 4.251 -25.179 -17.270
H 4.063 -25.940 -15.624
H 2.299 -23.788 -16.792
H 3.724 -23.435 -15.877
H 2.389 -22.646 -13.909
H 1.173 -23.839 -13.321
H 0.868 -22.787 -14.745
C -1.902 -19.173 -19.535
C -1.083 -18.800 -18.248
N -1.978 -18.396 -17.039
C -3.010 -19.457 -16.768
C -1.110 -18.242 -15.807
C -0.551 -19.643 -15.214
C -2.606 -17.019 -17.474
C -3.351 -16.177 -16.483
O -4.499 -16.713 -15.787
C -5.585 -17.191 -16.568
H -2.521 -20.071 -19.526
H -1.128 -19.553 -20.201
H -2.303 -18.367 -20.150
H -0.577 -17.864 -18.487
H -0.502 -19.657 -17.910
H -3.533 -19.624 -17.710
H -3.636 -19.204 -15.913
H -2.526 -20.434 -16.730
H -1.785 -17.758 -15.100
H -0.294 -17.559 -16.042
H -1.336 -20.174 -14.675
H 0.172 -19.429 -14.427
H -0.047 -20.358 -15.864
H -3.375 -17.236 -18.216
H -2.003 -16.342 -18.078
H -3.753 -15.319 -17.020
H -2.675 -15.763 -15.735
H -5.819 -16.367 -17.243
H -6.529 -17.378 -16.056
H -5.437 -18.117 -17.124
C 4.478 -16.885 -16.463
C 4.731 -15.981 -17.682
C 4.293 -16.511 -19.044
O 4.927 -15.819 -20.159
C 6.315 -16.213 -20.481
N 4.312 -14.535 -17.588
H 3.997 -14.242 -16.675
H 4.879 -13.866 -18.090
H 3.416 -14.544 -18.055
H 3.432 -16.964 -16.167
H 4.996 -16.718 -15.519
H 4.943 -17.834 -16.726
H 5.806 -15.813 -17.731
H 3.219 -16.372 -19.164
H 4.353 -17.590 -19.183
H 6.894 -16.245 -19.558
H 6.932 -15.552 -21.089
H 6.160 -17.225 -20.857
C 7.097 -17.689 -13.944
C 6.376 -18.640 -12.973
C 4.899 -18.454 -13.002
O 4.488 -19.053 -14.301
C 3.104 -19.218 -14.455
N 6.897 -20.022 -13.505
H 7.887 -20.050 -13.704
H 6.725 -20.791 -12.873
H 6.384 -20.080 -14.374
H 6.830 -17.720 -15.000
H 8.185 -17.693 -13.887
H 6.840 -16.645 -13.764
H 6.841 -18.546 -11.991
H 4.560 -17.444 -13.232
H 4.442 -18.916 -12.127
H 2.496 -18.349 -14.204
H 2.737 -20.210 -14.193
H 3.110 -19.212 -15.545
As 11.156 -18.863 -12.752
F 11.212 -19.739 -11.196
F 10.334 -20.215 -13.559
F 11.157 -17.873 -14.247
F 11.972 -17.387 -12.061
F 12.671 -19.503 -13.397
F 9.586 -18.133 -12.208
As 8.779 -18.634 -17.756
F 9.314 -17.520 -19.145
F 9.804 -19.905 -18.419
F 8.309 -19.578 -16.331
F 7.768 -17.284 -17.269
F 7.340 -19.206 -18.644
F 10.180 -18.126 -16.725
As 7.857 -23.376 -15.813
F 7.600 -23.819 -17.537
F 6.632 -22.025 -16.157
F 7.909 -22.790 -14.061
F 9.147 -24.577 -15.448
F 9.118 -22.234 -16.314
F 6.687 -24.703 -15.335
As 6.418 -12.823 -13.509
F 7.528 -13.875 -12.466
F 5.584 -14.308 -14.118
F 5.492 -11.785 -14.671
F 7.351 -11.400 -12.963
F 7.516 -13.111 -14.895
F 5.263 -12.677 -12.230
As 6.029 -22.481 -9.925
F 6.624 -23.821 -11.025
F 4.639 -23.514 -9.389
F 5.521 -21.022 -8.911
F 7.493 -21.600 -10.445
F 5.117 -21.837 -11.360
F 6.926 -23.157 -8.526
```



What is the energy in the first record?
-154384.053 eV



What is the total charge in the first record?
+1